1.
The following is a DFT calculation (the ωB97M-V functional and the def2-TZVPD basis) of one molecule with the formula C13H17N3O4.

Properties
LUMO: 0.601 eV
structure (SMILES): NC(=O)C[C@H](N)C(=O)N[C@@H](Cc1ccccc1)C(=O)O
highest occupied orbital energy: -8.71 eV
energy: -970.7797 Ha
gap between HOMO and LUMO: 9.310 eV
energy relative to the best compared isomer or geometry (same formula, charge and spin): 2.955 eV

Structure (ORCA input):
```
! wB97M-V def2-TZVPD RIJCOSX def2/J DEFGRID3
* xyz 0 1
N 3.7688 2.9244 -0.1516
C 3.4283 1.6104 0.2139
O 2.9094 1.4554 1.2851
C 3.8905 0.4324 -0.7257
C 3.4389 -0.8904 -0.0672
N 4.1851 -2.0103 -0.4514
C 1.8263 -1.0089 -0.1276
O 1.3182 -1.7402 -0.9335
N 1.0727 -0.1840 0.6256
C -0.3545 -0.5290 0.7353
C -1.1390 0.2103 -0.3244
C -2.6078 0.4604 -0.2045
C -3.1001 1.3910 0.6254
C -4.5094 1.5729 0.7727
C -5.3916 0.8065 -0.0616
C -4.8299 -0.0677 -0.9764
C -3.4344 -0.2879 -1.1003
C -0.7219 -2.0891 0.7940
O -0.1701 -2.8266 1.5403
O -2.0398 -2.2442 0.2921
H 3.5753 3.7532 0.5139
H 4.0774 3.0190 -1.1390
H 3.5346 0.5537 -1.7857
H 5.0127 0.4193 -0.6667
H 3.6189 -0.6837 1.0256
H 3.6922 -2.5341 -1.1604
H 4.2690 -2.7174 0.3111
H 1.4821 0.5137 1.1965
H -0.7608 -0.3962 1.8857
H -1.0042 -0.5203 -1.1120
H -0.7934 1.2191 -0.5997
H -2.3056 1.7720 1.3091
H -4.8420 2.1139 1.6398
H -6.3639 1.0839 -0.1311
H -5.5881 -0.5274 -1.6978
H -2.9227 -0.8538 -1.8391
H -2.2208 -3.2000 0.4895
*
```

2.
The following is a DFT calculation (the ωB97M-V functional and the def2-TZVPD basis) of one molecule with the formula C13H17N3O4.

Properties
LUMO: 0.302 eV
structure (SMILES): NC(=O)C[C@H](NC(=O)[C@@H](N)Cc1ccccc1)C(=O)O
highest occupied orbital energy: -9.09 eV
energy: -970.7373 Ha
gap between HOMO and LUMO: 9.397 eV
energy relative to the best compared isomer or geometry (same formula, charge and spin): 4.109 eV

Structure (ORCA input):
```
! wB97M-V def2-TZVPD RIJCOSX def2/J DEFGRID3
* xyz 0 1
N -1.5752 2.4434 0.0284
C -2.8100 2.0386 -0.3070
O -3.7876 2.7403 -0.0707
C -3.0785 0.7363 -0.9652
C -2.6642 -0.3683 0.0215
N -1.6951 -0.0282 1.0696
C -0.3369 -0.1014 1.0442
O 0.3146 0.5257 1.9088
C 0.2524 -0.8331 -0.0449
N -0.0617 -0.1527 -1.3062
C 1.6707 -1.5209 0.1099
C 2.8077 -0.5285 -0.1238
C 4.0638 -1.1415 -0.0489
C 5.2176 -0.4272 -0.2154
C 5.0790 1.0003 -0.2417
C 3.8927 1.6613 -0.1414
C 2.7597 0.9052 -0.0958
C -2.6533 -1.8372 -0.2484
O -2.7809 -2.5565 -1.2273
O -2.4607 -2.2614 1.0428
H -0.8536 1.8604 -0.4418
H -1.3421 3.3943 -0.0107
H -2.2639 0.4911 -1.6795
H -4.2135 0.7562 -1.3188
H -3.5600 -0.5178 0.5439
H -2.1391 0.1196 1.9597
H -0.4761 -1.6985 -0.2177
H -0.1858 -0.8417 -2.1282
H 0.7275 0.4618 -1.5426
H 1.5950 -2.0767 1.0323
H 1.7006 -2.2894 -0.7979
H 4.0658 -2.2614 -0.1553
H 6.1506 -0.8934 -0.2703
H 6.0096 1.5874 -0.2302
H 3.7954 2.7571 -0.1572
H 1.7507 1.3038 -0.0214
H -2.9229 -3.0774 1.2063
*
```

3.
The following is a DFT calculation (the ωB97M-V functional and the def2-TZVPD basis) of an isolated ion of composition C13H17N3O4P and charge +1.

Properties
LUMO: -4.710 eV
structure (SMILES): CC(=O)N(C)[n+]1cc(P(N)O)c2ccc(COO)cc2c1
highest occupied orbital energy: -11.91 eV
energy: -1311.8171 Ha
gap between HOMO and LUMO: 7.198 eV

Structure (ORCA input):
```
! wB97M-V def2-TZVPD RIJCOSX def2/J DEFGRID3
* xyz 1 1
C -2.1736 2.1697 -1.6824
C -0.8972 2.8638 -2.0570
O -0.8389 4.0291 -2.2373
N 0.3352 2.1071 -2.2022
C 0.6860 1.8264 -3.6010
N 0.3546 0.9676 -1.3645
C -0.0686 -0.2693 -1.7682
C -0.0439 -1.3449 -0.9365
P -0.6032 -3.0436 -1.4342
N -2.2461 -2.8129 -0.9998
O -0.7044 -2.9799 -3.0714
C 0.4286 -1.1802 0.4055
C 0.5082 -2.2239 1.3470
C 0.9474 -1.9648 2.6191
C 1.3387 -0.6737 3.0112
C 1.7967 -0.4114 4.4394
O 0.6883 -0.1202 5.2688
O 0.2307 1.1753 4.9410
C 1.3087 0.3612 2.1164
C 0.8449 0.1161 0.7968
C 0.8041 1.1548 -0.1369
H -2.3535 1.2469 -2.2272
H -2.9696 2.8619 -1.9245
H -2.2279 2.0007 -0.6105
H 1.5731 1.2013 -3.6127
H 0.9787 2.7694 -4.0413
H -0.1068 1.3474 -4.1717
H -0.4482 -0.3648 -2.7710
H -2.7709 -3.6520 -1.2152
H -2.3209 -2.6076 -0.0102
H -0.2604 -2.2022 -3.4299
H 0.2218 -3.2288 1.0862
H 0.9979 -2.7475 3.3607
H 2.4945 0.4209 4.4326
H 2.2470 -1.3182 4.8255
H -0.5243 1.0259 4.3549
H 1.6285 1.3570 2.3806
H 1.1450 2.1436 0.1200
*
```

4.
The following is a DFT calculation (the ωB97M-V functional and the def2-TZVPD basis) of C13H17N4O5RuS as an isolated structure.

Properties
LUMO: -4.136 eV
highest occupied orbital energy: -11.99 eV
energy: -1593.6779 Ha
gap between HOMO and LUMO: 7.851 eV

Structure (ORCA input):
```
! wB97M-V def2-TZVPD RIJCOSX def2/J DEFGRID3
* xyz 1 1
Ru 0.6659 -0.2169 -0.0881
O 0.5155 1.7504 0.8076
C 1.5963 2.6140 0.3594
C 1.5877 2.4256 -1.1345
N 1.8397 0.9924 -1.4312
C 3.2665 0.6237 -1.1537
C 3.4699 -0.1218 0.1701
O 4.5627 -0.4946 0.4846
O 2.3813 -0.2240 0.9130
C 1.4565 0.6539 -2.8256
C 0.8990 -0.7636 -2.8076
O 0.2957 -1.2425 -3.7253
O 1.1892 -1.3693 -1.6656
H 0.4939 1.7006 1.7731
H 2.5290 2.2815 0.8113
H 1.3811 3.6379 0.6569
H 2.3363 3.0542 -1.6213
H 0.6042 2.6892 -1.5234
H 3.8730 1.5304 -1.1070
H 3.6615 0.0195 -1.9651
H 2.3205 0.6790 -3.4911
H 0.7261 1.3606 -3.2137
C -3.0253 -0.2543 -2.9564
C -1.9953 -0.1629 -1.9380
N -1.1933 -0.1300 -1.1232
H -3.8767 0.3661 -2.6834
H -3.3357 -1.2941 -3.0491
H -2.6120 0.0745 -3.9091
C -3.0186 -2.6664 4.2166
C -2.1838 -1.9255 3.2280
C -2.4377 -0.5618 2.9399
C -1.6052 0.0751 2.0621
N -0.5607 -0.5938 1.5406
C -0.4917 -1.9156 1.7412
S 0.6334 -2.4995 0.5682
N -1.2334 -2.6006 2.5922
H -3.2745 -2.0359 5.0668
H -2.4990 -3.5598 4.5513
H -3.9529 -2.9716 3.7386
H -3.2591 -0.0384 3.4063
H -1.7299 1.1142 1.7844
*
```

5.
The following is a DFT calculation (the ωB97M-V functional and the def2-TZVPD basis) of a 2-piece molecular cluster, C13H17N5O4 overall.

Properties
LUMO: -2.218 eV
structure (SMILES): N#Cc1cc([N+](=O)[O-])cc2c1no[n+]2[O-].CCCNCCC
highest occupied orbital energy: -8.94 eV
energy: -1079.9950 Ha
gap between HOMO and LUMO: 6.720 eV
energy relative to the best compared isomer or geometry (same formula, charge and spin): 10.299 eV

Structure (ORCA input):
```
! wB97M-V def2-TZVPD RIJCOSX def2/J DEFGRID3
* xyz 0 1
N 5.1978 3.7391 0.5947
C 4.1563 3.2120 0.5419
C 2.8891 2.5542 0.4609
C 1.9803 2.6483 -0.6023
C 0.7464 1.9341 -0.5604
N -0.2146 2.2367 -1.5840
O 0.1371 3.0039 -2.5155
O -1.3762 1.7517 -1.5240
C 0.4049 1.0771 0.5049
C 1.3317 0.9853 1.5314
C 2.5528 1.6979 1.5560
N 3.3138 1.4621 2.6547
O 2.5579 0.5251 3.3770
N 1.3365 0.2142 2.6996
O 0.5453 -0.5867 3.1798
H 2.1745 3.3187 -1.4358
H -0.5861 0.6636 0.6146
C -3.6900 -1.1603 2.3448
C -2.2887 -1.3986 1.8216
C -2.1713 -1.0154 0.3587
N -0.7691 -0.9104 -0.1281
C -0.6883 -1.2548 -1.5582
C 0.6608 -1.7819 -2.0224
C 0.7900 -1.6764 -3.5327
H -3.7534 -1.4491 3.3937
H -3.9569 -0.1013 2.2623
H -4.4244 -1.7458 1.7828
H -1.5589 -0.8490 2.4238
H -2.0292 -2.4621 1.8994
H -2.7081 -1.7519 -0.2590
H -2.6346 -0.0379 0.1631
H -0.1434 -1.4960 0.4298
H -1.4692 -1.9997 -1.7899
H -0.9680 -0.3410 -2.0999
H 1.4718 -1.2336 -1.5267
H 0.7165 -2.8310 -1.7043
H 1.7580 -2.0545 -3.8611
H 0.0076 -2.2535 -4.0372
H 0.7011 -0.6328 -3.8538
*
```

6.
The following is a DFT calculation (the ωB97M-V functional and the def2-TZVPD basis) of C13H17NO4S as an isolated structure.

Properties
LUMO: 0.116 eV
highest occupied orbital energy: -9.15 eV
energy: -1259.0176 Ha
gap between HOMO and LUMO: 9.267 eV
energy relative to the best compared isomer or geometry (same formula, charge and spin): 13.999 eV

Structure (ORCA input):
```
! wB97M-V def2-TZVPD RIJCOSX def2/J DEFGRID3
* xyz 0 1
C 5.1651 -2.0237 2.2536
C 3.7208 -1.4922 1.8163
C 2.6409 -1.8600 2.9702
N 1.4949 -1.3188 2.6749
C 0.5553 -2.1582 2.2543
O 0.5327 -3.2598 2.5196
C -0.6430 -1.1415 2.1378
H -1.6676 -2.0795 1.9769
H -0.9651 -0.6052 2.8016
O -0.6873 -0.6854 0.7093
C -0.1686 0.3782 0.7919
O 0.4711 0.8714 1.6083
C 0.0090 0.9164 -0.9710
C -1.6247 1.2394 -1.1681
C -1.5986 1.5035 -2.7638
O -0.5646 1.6881 -3.3251
C -2.8316 2.0967 -3.2720
C -3.1715 2.4255 -4.4360
C -4.7519 2.6149 -4.6851
C -5.3270 2.5876 -3.3895
S -4.3198 1.9169 -2.2023
H -6.3521 2.7299 -3.1357
H -5.1101 2.9758 -5.4832
H -2.4839 2.5044 -5.0849
H -2.3022 0.0778 -1.1068
H -2.0478 2.0557 -0.6720
H 0.6294 1.9083 -0.9903
H 0.1635 0.1147 -1.3949
H 1.5215 -0.2550 2.7148
H 3.1808 -1.3759 3.9753
H 2.6004 -3.0302 3.1669
H 3.9087 -0.5868 1.7280
H 3.4022 -1.9698 0.9974
H 5.6833 -1.6767 3.0937
H 5.9659 -1.8732 1.4256
H 4.9718 -3.2131 2.4644
*
```

7.
The following is a DFT calculation (the ωB97M-V functional and the def2-TZVPD basis) of C13H17NO5S as an isolated structure.

Properties
LUMO: -0.084 eV
highest occupied orbital energy: -9.63 eV
energy: -1334.2258 Ha
gap between HOMO and LUMO: 9.551 eV
energy relative to the best compared isomer or geometry (same formula, charge and spin): 13.781 eV

Structure (ORCA input):
```
! wB97M-V def2-TZVPD RIJCOSX def2/J DEFGRID3
* xyz 0 1
C -1.3326 2.1491 -4.3868
C -0.5205 2.9123 -3.4774
H 0.4432 3.3236 -3.9520
H -1.1067 3.8072 -3.1759
O -0.1017 2.1330 -2.6268
C 0.6438 2.9586 -1.5819
O 0.8462 4.2233 -1.6097
C 1.2496 1.9369 -0.5194
C 0.9190 0.6272 -0.4931
C 1.2407 -0.1789 0.6224
C 2.2272 0.4607 1.7416
C 2.5388 1.7659 1.5589
C 1.8340 2.4339 0.4300
H 2.2365 3.5940 0.6287
H 3.0312 2.0908 2.3225
H 2.3128 -0.1399 2.4741
S 0.6562 -1.8804 0.6133
O 1.0058 -2.3668 -0.6374
O 1.4956 -2.6155 1.8710
N -0.8514 -1.6232 0.8938
C -1.5440 -2.8841 0.2437
H -1.2117 -2.8950 -0.5887
C -3.0077 -2.4586 0.4486
H -3.7136 -3.2053 0.1795
O -3.2312 -2.2673 1.5820
C -2.7453 -1.1156 2.1813
H -3.2688 -0.8696 3.0466
C -1.1048 -1.3857 2.2326
H -0.7402 -0.3373 2.4539
H -1.1083 -2.1510 2.8995
H -2.8102 -0.1942 1.5266
H -3.2151 -1.7247 -0.4566
H -1.4036 -3.7516 1.0255
H 0.1622 0.1846 -1.2940
H -2.1847 1.7561 -3.9896
H -1.4882 2.7157 -5.1689
H -0.5860 1.1940 -4.9174
*
```

8.
The following is a DFT calculation (the ωB97M-V functional and the def2-TZVPD basis) of a 2-piece molecular cluster, C13H18BCl2F4N2O3 overall.

Properties
LUMO: 0.321 eV
highest occupied orbital energy: -1.32 eV
energy: -2185.4660 Ha
gap between HOMO and LUMO: 1.643 eV

Structure (ORCA input):
```
! wB97M-V def2-TZVPD RIJCOSX def2/J DEFGRID3
* xyz -1 1
C 0.2510 -1.3545 0.9126
C 0.2199 -0.8145 -0.6360
B -0.7169 0.5159 -0.8876
O -0.9680 0.9671 -2.2990
C -1.3666 1.3771 0.3541
C -0.6320 2.5269 1.2629
C 0.9053 3.1602 1.1774
C 2.0782 2.0279 1.0068
C 2.6375 1.8247 -0.5193
F 3.6118 0.6896 -0.7214
C 2.2714 2.6204 -1.7207
F 3.3473 2.7648 -2.7700
F 0.9582 3.2381 -2.0131
N -1.5719 3.0426 2.3390
Cl -1.3523 4.2157 3.5970
C -2.8387 2.2356 2.0510
Cl -4.2895 2.6005 3.1514
N -2.7810 1.2524 0.8778
C -3.9597 0.4054 0.4445
C -3.6448 -1.2111 0.3594
F -3.4191 -1.5252 -1.1007
H 0.2101 -2.5459 0.8543
H -0.6656 -1.0377 1.5691
H 1.2195 -1.0882 1.5137
H 1.3189 -0.6260 -0.9921
H -0.2387 -1.6780 -1.3210
H -0.2343 0.5281 -2.8352
H 1.0830 3.6606 2.2468
H 0.9833 4.0627 0.4091
H 1.6849 1.0429 1.5254
H 2.9972 2.3871 1.6778
H -4.3602 0.8577 -0.5839
H -4.8669 0.5177 1.2123
H -2.7098 -1.5462 1.0021
H -4.6265 -1.8154 0.6462
O 4.0812 -4.7479 -1.7697
C 3.1389 -3.8078 -1.6114
C 1.7272 -4.5122 -1.3368
O 0.7835 -3.5722 -1.1868
H 2.9687 -3.1210 -2.4595
H 3.2794 -3.0920 -0.7821
H 1.8968 -5.1922 -0.4835
H 1.5894 -5.2337 -2.1610
*
```